# 1
Molecular formula: C20H59N3O12
Method: DFT, wB97M-V/def2-TZVPD

Last columns: bonded neighbours and bond lengths (Å).
Positions of all 94 atoms, in Å:
1 C -2.541 6.309 -4.378  O2 1.421, H10 1.090, H11 1.090, H12 1.090
2 O -3.807 6.625 -4.939  C1 1.421, C3 1.461
3 C -4.751 5.511 -4.974  O2 1.461, C4 1.592, H13 1.090, H14 1.090
4 C -4.857 4.609 -3.668  C3 1.592, N5 1.449, H15 1.090, H16 1.090
5 N -5.768 5.337 -2.807  C4 1.449, C6 1.422, H17 1.010
6 C -5.853 4.629 -1.577  N5 1.422, C7 1.603, H18 1.090, H19 1.090
7 C -6.971 5.234 -0.602  C6 1.603, O8 1.483, H20 1.090, H21 1.090
8 O -6.503 6.569 -0.155  C7 1.483, C9 1.358
9 C -7.340 7.150 0.742  O8 1.358, H22 1.090, H23 1.090, H24 1.090
10 H -2.487 6.427 -3.296  C1 1.090
11 H -1.800 7.017 -4.750  C1 1.090
12 H -2.163 5.299 -4.540  C1 1.090
13 H -4.378 4.899 -5.796  C3 1.090
14 H -5.757 5.782 -5.295  C3 1.090
15 H -3.841 4.416 -3.325  C4 1.090
16 H -5.255 3.611 -3.852  C4 1.090
17 H -5.377 6.199 -2.453  N5 1.010
18 H -4.902 4.741 -1.057  C6 1.090
19 H -6.112 3.591 -1.787  C6 1.090
20 H -6.972 4.571 0.263  C7 1.090
21 H -7.966 5.264 -1.047  C7 1.090
22 H -8.365 7.254 0.388  C9 1.090
23 H -6.969 8.083 1.168  C9 1.090
24 H -7.432 6.502 1.614  C9 1.090
25 C 5.272 -5.984 6.611  O26 1.480, H34 1.090, H35 1.090, H36 1.090
26 O 4.483 -5.201 5.635  C25 1.480, C27 1.389
27 C 3.154 -5.044 6.007  O26 1.389, C28 1.529, H37 1.090, H38 1.090
28 C 2.506 -4.167 4.936  C27 1.529, N29 1.558, H39 1.090, H40 1.090
29 N 3.212 -2.784 4.801  C28 1.558, C30 1.499, H41 1.010
30 C 2.582 -1.959 3.720  N29 1.499, C31 1.575, H42 1.090, H43 1.090
31 C 3.436 -0.661 3.457  C30 1.575, O32 1.438, H44 1.090, H45 1.090
32 O 4.760 -1.100 3.111  C31 1.438, C33 1.414
33 C 5.506 0.072 2.848  O32 1.414, H46 1.090, H47 1.090, H48 1.090
34 H 4.966 -7.028 6.554  C25 1.090
35 H 5.021 -5.727 7.641  C25 1.090
36 H 6.328 -5.893 6.356  C25 1.090
37 H 2.951 -4.506 6.934  C27 1.090
38 H 2.659 -6.002 6.166  C27 1.090
39 H 1.446 -4.081 5.174  C28 1.090
40 H 2.564 -4.632 3.951  C28 1.090
41 H 4.190 -2.896 4.575  N29 1.010
42 H 1.536 -1.765 3.959  C30 1.090
43 H 2.501 -2.616 2.855  C30 1.090
44 H 3.502 -0.106 4.393  C31 1.090
45 H 3.024 -0.005 2.691  C31 1.090
46 H 6.513 -0.212 2.544  C33 1.090
47 H 5.596 0.660 3.761  C33 1.090
48 H 5.040 0.626 2.033  C33 1.090
49 C 1.714 -4.516 -1.941  O50 1.380, H58 1.090, H59 1.090, H60 1.090
50 O 1.518 -5.835 -1.589  C49 1.380, C51 1.397
51 C 0.971 -6.624 -2.604  O50 1.397, C52 1.544, H61 1.090, H62 1.090
52 C 0.754 -8.124 -2.309  C51 1.544, N53 1.412, H63 1.090, H64 1.090
53 N -0.068 -8.421 -1.200  C52 1.412, C54 1.499, H65 1.010
54 C -1.514 -8.126 -1.464  N53 1.499, C55 1.624, H66 1.090, H67 1.090
55 C -2.345 -8.517 -0.124  C54 1.624, O56 1.395, H68 1.090, H69 1.090
56 O -1.920 -7.720 0.940  C55 1.395, C57 1.450
57 C -2.647 -7.981 2.168  O56 1.450, H70 1.090, H71 1.090, H72 1.090
58 H 2.488 -4.012 -1.362  C49 1.090
59 H 0.841 -3.902 -1.719  C49 1.090
60 H 1.846 -4.447 -3.021  C49 1.090
61 H 1.699 -6.632 -3.415  C51 1.090
62 H 0.167 -6.092 -3.112  C51 1.090
63 H 1.776 -8.432 -2.084  C52 1.090
64 H 0.411 -8.603 -3.226  C52 1.090
65 H 0.261 -7.867 -0.423  N53 1.010
66 H -1.808 -8.734 -2.319  C54 1.090
67 H -1.766 -7.118 -1.792  C54 1.090
68 H -2.216 -9.562 0.158  C55 1.090
69 H -3.393 -8.249 -0.258  C55 1.090
70 H -3.718 -7.885 1.992  C57 1.090
71 H -2.361 -7.310 2.977  C57 1.090
72 H -2.462 -9.006 2.490  C57 1.090
73 O 4.617 9.314 -0.933  C74 1.436, H77 0.960
74 C 3.632 8.617 -0.153  O73 1.436, C75 1.504, H78 1.090, H79 1.090
75 C 4.101 7.277 0.342  C74 1.504, O76 1.462, H80 1.090, H81 1.090
76 O 4.968 7.544 1.489  C75 1.462, H82 0.960
77 H 5.256 9.572 -0.265  O73 0.960
78 H 3.321 9.215 0.704  C74 1.090
79 H 2.742 8.511 -0.773  C74 1.090
80 H 4.514 6.715 -0.496  C75 1.090
81 H 3.175 6.805 0.670  C75 1.090
82 H 4.361 7.636 2.226  O76 0.960
83 O 0.849 2.556 -2.524  H84 0.957, H85 0.957
84 H 0.333 2.893 -1.791  O83 0.957
85 H 0.312 1.856 -2.894  O83 0.957
86 O 4.337 3.105 -4.710  H87 0.957, H88 0.957
87 H 3.544 2.931 -4.202  O86 0.957
88 H 4.326 4.051 -4.856  O86 0.957
89 O -1.142 -0.382 -5.645  H90 0.957, H91 0.957
90 H -0.729 -0.701 -6.448  O89 0.957
91 H -2.034 -0.727 -5.681  O89 0.957
92 O -0.894 4.058 1.197  H93 0.957, H94 0.957
93 H -1.673 3.577 1.476  O92 0.957
94 H -0.721 4.669 1.912  O92 0.957

HOMO, eV: -8.4645
SMILES: COCCNCCOC.COCCNCCOC.COCCNCCOC.OCCO.O.O.O.O


# 2
Molecular formula: C20H60N12O8
Method: DFT, wB97M-V/def2-TZVPD

Last columns: bonded neighbours and bond lengths (Å).
Positions of all 100 atoms, in Å:
1 C -3.024 0.178 1.453  O2 1.189, N3 1.278, N4 1.289
2 O -3.548 0.917 2.223  C1 1.189
3 N -2.672 -1.006 1.780  C1 1.278, H5 1.010, H6 1.010
4 N -2.620 0.363 0.243  C1 1.289, H7 1.010, H8 1.010
5 H -2.761 -1.348 2.726  N3 1.010
6 H -2.398 -1.760 1.166  N3 1.010
7 H -2.282 -0.425 -0.292  N4 1.010
8 H -2.545 1.319 -0.074  N4 1.010
9 C -2.778 -3.258 -1.150  O10 1.243, N11 1.319, N12 1.291
10 O -1.892 -2.436 -0.855  C9 1.243
11 N -2.648 -4.434 -1.733  C9 1.319, H13 1.010, H14 1.010
12 N -4.041 -3.059 -0.980  C9 1.291, H15 1.010, H16 1.010
13 H -1.686 -4.717 -1.853  N11 1.010
14 H -3.408 -5.061 -1.954  N11 1.010
15 H -4.695 -3.807 -1.161  N12 1.010
16 H -4.232 -2.099 -0.731  N12 1.010
17 C 1.236 -4.834 3.131  O18 1.212, N19 1.239, N20 1.288
18 O 1.229 -5.652 4.026  C17 1.212
19 N 1.015 -3.625 3.283  C17 1.239, H21 1.010, H22 1.010
20 N 1.471 -5.087 1.890  C17 1.288, H23 1.010, H24 1.010
21 H 1.109 -3.348 4.249  N19 1.010
22 H 1.108 -2.978 2.512  N19 1.010
23 H 1.102 -5.944 1.504  N20 1.010
24 H 1.282 -4.248 1.360  N20 1.010
25 C 3.516 -4.528 -1.118  O26 1.228, N27 1.323, N28 1.315
26 O 2.328 -4.369 -1.386  C25 1.228
27 N 4.027 -5.070 -0.024  C25 1.323, H29 1.010, H30 1.010
28 N 4.500 -4.404 -1.981  C25 1.315, H31 1.010, H32 1.010
29 H 5.013 -5.113 0.189  N27 1.010
30 H 3.443 -5.488 0.686  N27 1.010
31 H 5.394 -4.611 -1.560  N28 1.010
32 H 4.192 -4.092 -2.891  N28 1.010
33 C -5.076 2.996 1.027  C34 1.550, H39 1.090, H40 1.090, H41 1.090
34 C -3.911 3.995 1.241  C33 1.550, C35 1.552, N38 1.428, H42 1.090
35 C -3.352 4.503 -0.114  C34 1.552, O36 1.419, H43 1.090, H44 1.090
36 O -2.535 3.562 -0.792  C35 1.419, C37 1.377
37 C -1.890 4.148 -1.858  O36 1.377, H45 1.090, H46 1.090, H47 1.090
38 N -4.448 5.118 1.943  C34 1.428, H48 1.010, H49 1.010
39 H -5.400 2.452 1.914  C33 1.090
40 H -4.861 2.300 0.216  C33 1.090
41 H -5.905 3.567 0.607  C33 1.090
42 H -3.095 3.504 1.771  C34 1.090
43 H -2.999 5.533 -0.063  C35 1.090
44 H -4.307 4.572 -0.636  C35 1.090
45 H -0.932 3.675 -2.076  C37 1.090
46 H -1.474 5.141 -1.691  C37 1.090
47 H -2.516 4.230 -2.747  C37 1.090
48 H -3.812 5.899 2.016  N38 1.010
49 H -4.846 4.984 2.861  N38 1.010
50 C 2.038 4.981 2.781  C51 1.533, H56 1.090, H57 1.090, H58 1.090
51 C 0.517 5.032 2.600  C50 1.533, C52 1.510, N55 1.509, H59 1.090
52 C -0.151 3.683 2.724  C51 1.510, O53 1.439, H60 1.090, H61 1.090
53 O 0.263 2.846 3.820  C52 1.439, C54 1.401
54 C -0.357 1.593 3.724  O53 1.401, H62 1.090, H63 1.090, H64 1.090
55 N 0.028 5.919 3.717  C51 1.509, H65 1.010, H66 1.010
56 H 2.649 5.814 2.434  C50 1.090
57 H 2.380 4.062 2.303  C50 1.090
58 H 2.135 4.900 3.863  C50 1.090
59 H 0.088 5.457 1.692  C51 1.090
60 H -0.137 3.083 1.814  C52 1.090
61 H -1.197 3.963 2.845  C52 1.090
62 H -0.099 1.079 4.650  C54 1.090
63 H -0.086 1.028 2.832  C54 1.090
64 H -1.443 1.674 3.782  C54 1.090
65 H 0.637 6.632 4.095  N55 1.010
66 H -0.160 5.322 4.510  N55 1.010
67 C 2.317 -1.101 1.425  C68 1.539, H73 1.090, H74 1.090, H75 1.090
68 C 0.869 -1.124 0.903  C67 1.539, C69 1.541, N72 1.472, H76 1.090
69 C 0.556 -0.076 -0.182  C68 1.541, O70 1.492, H77 1.090, H78 1.090
70 O 1.775 0.689 -0.577  C69 1.492, C71 1.424
71 C 1.505 1.851 -1.355  O70 1.424, H79 1.090, H80 1.090, H81 1.090
72 N 0.608 -2.499 0.448  C68 1.472, H82 1.010, H83 1.010
73 H 2.611 -0.169 1.907  C67 1.090
74 H 3.004 -1.221 0.587  C67 1.090
75 H 2.418 -1.982 2.060  C67 1.090
76 H 0.259 -0.966 1.793  C68 1.090
77 H -0.007 0.725 0.296  C69 1.090
78 H 0.035 -0.396 -1.085  C69 1.090
79 H 1.074 1.504 -2.294  C71 1.090
80 H 2.446 2.288 -1.689  C71 1.090
81 H 1.016 2.561 -0.687  C71 1.090
82 H -0.246 -2.461 -0.090  N72 1.010
83 H 1.270 -2.849 -0.229  N72 1.010
84 C 4.054 -0.765 -4.093  C85 1.531, H90 1.090, H91 1.090, H92 1.090
85 C 3.005 -1.868 -3.931  C84 1.531, C86 1.515, N89 1.414, H93 1.090
86 C 1.868 -1.431 -4.832  C85 1.515, O87 1.389, H94 1.090, H95 1.090
87 O 0.834 -2.332 -4.617  C86 1.389, C88 1.446
88 C -0.239 -1.944 -3.729  O87 1.446, H96 1.090, H97 1.090, H98 1.090
89 N 3.711 -2.965 -4.479  C85 1.414, H99 1.010, H100 1.010
90 H 3.550 0.140 -3.754  C84 1.090
91 H 4.382 -0.517 -5.102  C84 1.090
92 H 4.871 -0.839 -3.375  C84 1.090
93 H 2.828 -1.936 -2.857  C85 1.090
94 H 2.189 -1.595 -5.861  C86 1.090
95 H 1.426 -0.442 -4.711  C86 1.090
96 H 0.192 -1.676 -2.764  C88 1.090
97 H -0.978 -2.700 -3.464  C88 1.090
98 H -0.913 -1.132 -4.000  C88 1.090
99 H 4.317 -2.613 -5.206  N89 1.010
100 H 2.913 -3.379 -4.938  N89 1.010

2S+1: 2
⟨S²⟩: 0.75
HOMO (alpha / beta), eV: 0.2404 / -6.9709
Charge: -1


Energy relative to the best compared isomer or geometry (same formula, charge and spin)? In order: 54.0, 47.2 kcal/mol.